The following is a quantum chemistry calculation of a molecular structure, C4H5GdO3, from the OMol25 dataset.

Geometry as XYZ:
```
13
Properties=species:S:1:pos:R:3
O 3.790 -0.887 -0.528
C 4.559 -1.605 -0.101
Gd 2.262 0.773 -1.567
O -1.029 1.517 -2.108
C -0.086 1.429 -1.377
O 0.008 0.228 -0.541
C -1.094 -0.468 0.044
C -1.361 0.124 1.412
H -1.983 -0.406 -0.597
H -0.795 -1.522 0.108
H -1.892 1.081 1.315
H -1.964 -0.580 2.002
H -0.414 0.317 1.937
```

Summary:
HOMO (alpha / beta) = -18.33 / -19.53 eV
LUMO (alpha / beta) = -9.432 / -11.943 eV
net charge = +2
spin multiplicity = 8

=====

The following is a quantum chemistry calculation of a single C4H5I molecule, from the OMol25 dataset.

Geometry as XYZ:
```
10
Properties=species:S:1:pos:R:3
C 0.499 -0.738 0.520
C 0.759 0.342 -0.434
I 2.849 0.748 -0.499
C -0.358 1.672 -0.225
C -0.155 1.013 -1.317
H 0.767 -0.588 1.633
H 1.042 -1.774 0.367
H -0.561 -1.113 0.660
H -0.365 2.681 -0.017
H -0.435 1.063 -2.323
```

Summary:
HOMO = -8.91 eV
LUMO = 0.471 eV
energy relative to the best compared isomer or geometry (same formula, charge and spin) = 56.0 kcal/mol
structure (SMILES) = CC1(I)C=C1
spin multiplicity = 1

=====

no.,F_max (eV/Å)
1,5.5
2,5.4